No. 1
Molecular formula: C30H41N6O6P3SW
Method: DFT, wB97M-V/def2-TZVPD

XYZ file:
```
88
Properties=species:S:1:pos:R:3:forces:R:3
W -0.2067 -0.1787 0.0473 -0.737 -1.202 0.268
C -2.8065 1.1456 1.3692 -0.010 -0.042 -0.042
C -2.1741 2.1479 0.4200 0.001 0.022 -0.001
N -1.6303 1.3939 -0.7401 -0.038 -0.123 -0.036
C -2.7874 1.0351 -1.6360 0.013 -0.012 0.044
C -2.8229 -0.3988 -2.1134 -0.019 -0.042 -0.094
N -2.4731 -1.3424 -1.0418 0.180 0.030 0.098
C -3.4803 -1.5140 0.0072 -0.117 0.000 -0.039
C -2.8224 -1.3512 1.3580 0.042 0.007 0.021
N -1.9880 -0.1146 1.4223 -0.062 0.387 0.132
H -3.8160 0.8894 1.0545 -0.003 -0.012 -0.002
H -2.8824 1.5627 2.3733 -0.002 0.017 -0.007
H -1.3744 2.6963 0.9033 0.013 -0.013 0.010
H -2.9192 2.8707 0.0824 0.008 0.017 0.008
H -1.0197 2.0063 -1.2947 0.010 -0.015 -0.035
H -2.7685 1.6991 -2.5003 0.030 0.003 -0.010
H -3.6983 1.2499 -1.0781 -0.010 0.014 -0.014
H -2.1240 -0.5443 -2.9303 -0.027 0.003 -0.023
H -3.8260 -0.5910 -2.5115 -0.007 -0.020 0.036
H -2.2792 -2.2337 -1.4766 0.066 -0.062 0.132
H -3.9460 -2.5003 -0.0353 -0.002 0.001 -0.014
H -4.2915 -0.7972 -0.1307 0.026 0.032 0.000
H -2.1491 -2.1900 1.5458 0.008 0.000 0.005
H -3.5572 -1.3265 2.1670 -0.018 -0.009 -0.012
H -1.6418 -0.1481 2.3791 0.073 0.067 -0.019
N 2.5611 -3.4238 -2.7919 -0.004 0.008 -0.020
C 2.0486 -2.0054 -2.6891 -0.010 -0.032 -0.013
C 2.6557 -1.1748 -3.8148 0.016 -0.010 0.003
P 0.2279 -1.9258 -2.7305 0.057 -0.048 -0.189
O -0.1301 -3.2143 -1.8000 -0.088 0.005 -0.011
O -0.3971 -2.0934 -4.0467 0.096 0.081 -0.050
O -0.0270 -0.6266 -1.9570 0.032 0.351 0.023
P 2.5996 -1.4508 -1.0077 0.290 0.634 0.040
O 2.7476 0.1299 -1.1735 0.036 0.186 -0.012
O 3.8671 -2.1586 -0.7538 -0.184 -0.314 -0.057
O 1.4001 -1.5690 -0.0633 0.055 0.142 0.057
H 2.6336 -3.7350 -3.7617 0.001 -0.002 -0.007
H 1.9472 -4.0644 -2.2812 0.002 0.002 0.016
H 3.4860 -3.4354 -2.3261 0.002 -0.001 0.031
H 2.3635 -1.5857 -4.7832 0.007 0.000 -0.002
H 3.7453 -1.1503 -3.7430 -0.002 0.008 -0.005
H 2.2740 -0.1548 -3.7637 -0.008 -0.003 0.009
H -0.6812 -3.8156 -2.3242 0.024 -0.002 0.028
H 3.5859 0.4584 -1.5224 0.039 -0.119 0.034
C -2.1470 -1.8600 5.7878 0.004 -0.002 -0.013
C -1.5106 -2.7679 4.9475 0.007 0.003 -0.007
C -0.6339 -2.3153 3.9755 -0.015 0.001 0.003
C -0.3774 -0.9471 3.8457 0.067 0.058 0.036
C -1.0139 -0.0417 4.6948 -0.019 -0.006 -0.016
C -1.9006 -0.5011 5.6617 -0.004 0.006 0.015
P 0.7320 -0.3949 2.5226 -0.225 0.147 -0.093
C 2.3889 -0.9076 3.0131 0.024 -0.063 0.002
C 2.6294 -1.4843 4.2601 -0.025 -0.105 -0.064
C 3.9289 -1.7825 4.6421 0.015 -0.009 -0.020
C 4.9875 -1.5090 3.7884 -0.010 -0.006 0.017
C 4.7513 -0.9200 2.5538 -0.011 -0.001 -0.020
C 3.4580 -0.6145 2.1692 0.042 0.110 0.044
C 0.7924 1.3853 2.3310 0.183 -0.121 -0.091
C 1.2077 2.4149 3.1729 0.017 0.004 0.025
C 1.4990 3.6434 2.6089 0.006 0.005 0.022
C 1.4382 3.8083 1.2227 0.006 -0.019 -0.010
C 1.0464 2.7730 0.3897 -0.042 0.015 -0.007
C 0.6782 1.5369 0.9392 0.275 0.029 -0.158
H -2.8310 -2.2164 6.5463 0.002 0.002 0.002
H -1.6964 -3.8283 5.0549 0.000 0.002 0.002
H -0.1320 -3.0257 3.3265 -0.001 0.002 0.000
H -0.8128 1.0197 4.6074 -0.001 0.002 0.000
H -2.3870 0.2029 6.3238 0.003 -0.003 -0.002
H 1.8152 -1.7072 4.9358 -0.007 0.022 0.007
H 4.1118 -2.2281 5.6105 0.001 -0.001 -0.001
H 5.9989 -1.7468 4.0893 -0.002 0.001 0.001
H 5.5738 -0.6963 1.8882 0.007 -0.007 0.007
H 3.2870 -0.1061 1.2305 -0.015 0.008 0.011
H 1.3353 2.2529 4.2366 -0.005 0.002 0.000
H 1.8153 4.4672 3.2346 -0.004 -0.003 0.002
H 1.7143 4.7630 0.7930 -0.003 -0.001 -0.005
H 1.0169 2.9387 -0.6811 0.011 0.001 0.002
S 0.5397 2.4316 -3.2792 -0.043 -0.057 0.038
C -0.4805 2.7404 -4.5684 -0.013 0.035 -0.028
N 0.0697 3.1181 -5.7709 -0.039 0.026 0.021
C -0.6544 3.4150 -6.8688 0.045 -0.010 -0.003
C -2.0080 3.3326 -6.8080 -0.035 -0.007 -0.013
C -2.5448 2.9320 -5.5716 0.022 -0.001 0.009
N -1.8337 2.6482 -4.5043 -0.004 0.001 -0.010
H 1.0776 3.1952 -5.7893 0.006 -0.005 -0.001
H -0.0996 3.7073 -7.7492 -0.006 0.004 0.001
H -2.6319 3.5606 -7.6568 0.007 -0.001 0.000
H -3.6209 2.8425 -5.4631 0.002 0.003 0.010
```
Forces are in eV/Å.

Summary:
total charge	+2
orbital gap (spin up / spin down)	7.71 / 7.69	eV
energy	-93522.2581	eV
multiplicity	3
ΔE to the lowest compared entry with this formula, charge and spin	33.78	kcal/mol

=====

No. 2
Molecular formula: C30H42AgF2NO7S2V
Method: DFT, wB97M-V/def2-TZVPD

XYZ file:
```
86
Properties=species:S:1:pos:R:3:forces:R:3
V 3.9328 3.3333 0.2017 0.103 -1.789 0.999
Ag 0.7854 3.8986 -2.5286 -0.551 -0.455 -0.370
N 3.0560 1.5633 -0.4306 -0.995 -0.083 -0.249
S 3.7837 0.2423 -1.0538 1.608 -0.737 -2.576
O 3.0776 -0.2372 -2.1783 -0.720 0.113 -0.002
O 4.3043 -0.6359 -0.1031 0.469 -0.097 1.201
F 4.9965 1.0099 -1.7225 0.171 0.456 0.751
S 1.4594 1.0931 -0.3382 -1.630 3.056 1.504
O 1.2135 -0.2193 0.0071 0.463 -2.461 -0.033
O 0.5950 1.7881 -1.2308 0.713 0.116 -0.532
F 1.2079 1.8571 1.0369 0.339 0.619 0.034
C -2.1015 -2.5933 -3.8030 0.454 0.590 -0.162
C -1.0825 -1.6661 -3.6188 -0.183 0.270 0.062
C 0.1605 -2.0686 -3.1677 -0.250 -0.290 -0.414
C 0.3993 -3.4228 -2.9748 0.374 0.333 0.831
C -0.6115 -4.3604 -3.1374 0.094 0.028 -0.061
C -1.8641 -3.9357 -3.5511 -0.495 0.115 -0.478
H -3.0342 -2.1985 -4.1826 -0.225 -0.399 0.094
H -1.2795 -0.6156 -3.8174 -0.051 -0.077 0.029
H 0.9574 -1.3556 -3.0187 0.111 0.042 0.081
H 1.3743 -3.6619 -2.5616 -0.087 -0.495 -0.286
H -0.4307 -5.4136 -2.9689 0.076 0.022 0.049
H -2.6723 -4.6303 -3.7527 0.162 -0.159 0.190
C 1.3318 -3.8468 0.5066 -0.043 1.246 0.187
C 0.2607 -4.6153 0.9386 0.308 -0.273 -0.599
C 0.4386 -5.4441 2.0281 -0.313 -0.178 0.083
C 1.6357 -5.4391 2.7157 0.304 -0.308 0.667
C 2.6784 -4.6123 2.3378 0.098 0.343 -0.299
C 2.5262 -3.8140 1.2137 -0.112 -0.066 0.189
H 1.2017 -3.0733 -0.2481 -0.104 -0.478 -0.293
H -0.6587 -4.6454 0.3663 -0.067 0.170 0.115
H -0.3689 -6.0826 2.3621 0.019 -0.028 -0.011
H 1.7541 -6.0858 3.5783 -0.026 0.058 -0.025
H 3.5942 -4.5187 2.9067 -0.019 -0.343 0.099
H 3.3225 -3.1360 0.9255 -0.049 -0.061 -0.106
C -2.8722 1.0873 3.5455 -0.263 0.879 -0.238
C -3.5072 1.6174 4.6717 0.052 -0.872 -0.080
C -2.8068 2.4133 5.5676 -0.366 0.186 -0.585
C -1.5168 2.8160 5.2554 0.369 0.612 0.230
C -0.9348 2.4645 4.0451 -0.677 -0.713 -0.006
C -1.6307 1.5875 3.2013 1.208 -0.010 0.174
H -3.3939 0.4050 2.8862 0.034 -0.042 0.047
H -4.5309 1.3024 4.8384 0.061 0.153 0.312
H -3.2925 2.8028 6.4508 0.035 -0.139 0.111
H -1.0063 3.4557 5.9712 0.088 -0.077 -0.186
H 0.0634 2.7588 3.7402 0.007 0.225 0.258
H -1.0601 1.2501 2.3383 -0.501 -0.177 -0.126
C -3.5597 0.3492 -0.3751 0.563 0.431 0.271
C -2.3143 -0.1753 -0.0602 0.032 0.580 -0.462
C -2.0784 -1.5217 -0.2131 0.182 -0.441 0.585
C -3.1092 -2.3480 -0.6212 -0.402 -0.497 -1.327
C -4.3468 -1.8215 -0.9976 0.648 -0.437 0.577
C -4.5579 -0.4789 -0.8292 -1.147 0.632 -0.080
H -3.7315 1.4123 -0.2704 -0.116 0.002 0.004
H -1.4930 0.4895 0.1868 -0.111 -0.002 0.250
H -1.1010 -1.9092 0.0510 -0.044 -0.195 -0.177
H -2.9531 -3.3862 -0.8991 0.279 -0.012 0.569
H -5.1324 -2.4566 -1.3791 0.014 -0.093 -0.004
H -5.5400 -0.0624 -1.0309 0.102 0.013 -0.129
C -2.4539 4.0959 -0.1975 0.024 0.326 0.274
C -1.1205 4.3702 0.4389 0.376 -0.496 -0.265
O -0.1384 4.8284 -0.5921 0.175 0.037 0.329
H -2.3590 3.5345 -1.1262 0.016 -0.019 -0.022
H -2.9744 5.0377 -0.3601 -0.095 -0.086 -0.279
H -3.0483 3.5061 0.5015 -0.004 -0.017 -0.017
H -0.6986 3.4770 0.8995 -0.045 -0.011 -0.040
H -1.1812 5.1474 1.1992 -0.011 0.080 -0.080
H 0.4247 5.4618 -0.1374 -0.129 0.235 -0.191
C 3.4943 1.6439 3.9978 -0.293 0.738 -0.062
C 4.2232 1.2690 2.7355 -0.086 -0.333 0.650
O 4.6795 2.5045 2.0178 -0.447 0.689 -0.832
H 2.6105 2.2521 3.7724 0.045 -0.104 -0.080
H 4.1137 2.2391 4.6746 0.075 -0.248 0.063
H 3.1211 0.7653 4.5210 0.231 -0.126 -0.014
H 3.5739 0.6989 2.0814 0.141 0.210 -0.388
H 5.1231 0.6912 2.9308 0.057 0.035 -0.105
H 5.1384 3.0658 2.6666 -0.035 -0.225 -0.097
C 0.3698 0.7465 -5.8394 -0.251 0.750 -1.699
C 1.0841 1.1299 -4.6056 0.263 0.254 0.496
O 1.1690 2.6193 -4.5112 0.172 -0.223 0.780
H -0.6685 1.0794 -5.8731 -0.103 -0.336 0.401
H 0.4584 -0.3085 -6.0855 -0.136 -0.122 0.298
H 0.8046 1.2909 -6.6904 0.190 -0.219 0.106
H 2.1101 0.7636 -4.6151 -0.021 -0.093 0.142
H 0.5788 0.7512 -3.7208 0.074 0.284 0.180
H 2.0285 2.8293 -4.8929 -0.173 0.213 -0.203
```
Forces are in eV/Å.

Summary:
total charge	+2
orbital gap (spin up / spin down)	2.98 / 3.25	eV
energy	-104386.6597	eV
multiplicity	4

=====

Q: Which of these has the highest multiplicity?
A: C30H42AgF2NO7S2V

=====

Q: The lowest energy belongs to which entry?
A: C30H42AgF2NO7S2V